Entry from OMol25: C10H29Ag2O12 as an isolated structure in a non-equilibrium geometry (ωB97M-V with the def2-TZVPD basis set).

## Properties
**Maximum force**: 0.0450 hartree/bohr
**Kohn-Sham gap**: 6.52 eV
**HOMO level**: -12.0772 eV
**E_LUMO**: -5.558 eV
**E**: -43398.232 eV

```
! RIJCOSX wB97M-V def2-TZVPD def2/J DEFGRID3
* xyz 1 1
Ag -3.92481 15.19884 10.76345
Ag -3.53857 11.63036 11.50999
O -5.32221 13.79947 14.48212
C -5.68760 13.87038 13.18791
O -6.90210 14.05293 12.88879
O -4.83575 13.65824 12.27977
H -6.17372 14.17901 14.82013
C -9.11532 11.93508 11.34254
O -7.99207 11.52096 12.16297
H -9.27197 11.11892 10.64000
H -9.97319 11.82744 12.01254
H -9.06734 12.95212 10.96334
H -7.75910 12.30925 12.67717
C -7.31375 17.35778 11.63312
C -8.75192 16.97885 11.38314
O -9.24406 16.06780 12.34892
O -6.44893 16.32884 11.15096
H -7.18031 17.56004 12.70180
H -7.09397 18.33269 11.19423
H -8.84178 16.64244 10.34254
H -9.41174 17.84833 11.44316
H -8.55931 15.41792 12.56242
H -6.58227 15.56415 11.74607
C -6.82528 16.76150 16.02444
C -6.87765 15.68246 17.12108
O -7.34539 14.50215 16.48307
O -6.49835 18.04468 16.48702
H -7.69860 16.65440 15.36642
H -6.10903 16.42275 15.26296
H -7.47830 16.01988 17.96619
H -5.83186 15.64856 17.44036
H -7.10051 13.77222 17.06443
H -7.28977 18.58737 16.54536
C -5.27703 13.21479 8.23559
C -6.18358 12.68637 9.30163
O -5.65177 11.72140 10.21971
O -5.23889 12.22583 7.17504
H -4.26861 13.38241 8.64361
H -5.66874 14.13207 7.79819
H -7.09639 12.18871 8.96215
H -6.62934 13.55058 9.82065
H -6.24887 11.73460 10.99152
H -5.66726 12.68481 6.44628
C -2.86742 14.79273 16.80646
C -2.40456 16.13753 17.40541
O -0.97360 16.25362 17.33333
O -2.94827 14.90725 15.38338
H -3.89836 14.56162 17.09402
H -2.18470 14.05449 17.23470
H -2.55828 16.29557 18.47275
H -2.94125 16.97213 16.94605
H -0.66352 16.05000 16.44474
H -3.78303 14.46034 15.19101
*
```

Löwdin population analysis, charges in e, atoms 1 to 2:
1 Ag 0.866
2 Ag 0.867